[1]
Here is one molecule with the formula C3H3NO2 at a distorted geometry from OMol25. Energies are from ωB97M-V/def2-TZVPD.

```
9
Properties=species:S:1:pos:R:3:forces:R:3:mulliken_charge:R:1
O -0.69501 0.47336 -1.81637 0.0 0.6 0.0 -0.47
C -0.10412 0.29670 -0.63387 0.2 0.5 0.2 0.51
C -0.39199 -0.85501 0.13992 -0.1 1.0 0.5 -0.38
C 0.48238 -0.69030 1.17954 0.0 0.2 0.1 -0.05
O 1.12385 0.46901 1.08183 0.7 -0.2 -0.1 -0.09
N 0.70096 1.14386 -0.06490 0.5 -0.2 -0.7 -0.46
H -0.45786 1.35032 -2.14120 0.0 0.1 -0.1 0.35
H -1.45587 -0.79378 0.25773 -0.8 -2.2 -0.1 0.19
H 0.82660 -1.31654 1.99433 -0.5 0.2 0.1 0.39
```
Forces are in eV/Å.

The energy above the lowest of the compared OMol25 structures with the same formula, charge and spin is 79.2 kcal per mole. As for the total charge: 0. For the HOMO-LUMO gap, the calculation gives 10.61 eV. As for the multiplicity: 1. Its SMILES is Oc1ccon1.

---

[2]
Here is C22H33I2KNSb as an isolated structure from OMol25. Energies are from ωB97M-V/def2-TZVPD.

```
60
Properties=species:S:1:pos:R:3:forces:R:3:mulliken_charge:R:1
K 0.24087 0.89033 0.21604 0.0 0.2 0.0 0.87
I -0.08003 -1.07306 3.29383 0.0 0.0 0.0 0.09
C -1.26720 -2.26311 1.99199 0.1 0.0 0.0 -0.85
I -0.34393 -2.66149 0.12323 0.0 0.0 0.0 0.12
H -2.18758 -1.72773 1.79750 0.0 0.0 0.0 0.33
H -1.44181 -3.20951 2.48481 0.0 0.0 0.0 0.43
C -5.62855 2.19564 -0.03145 0.0 0.0 0.0 -0.52
C -5.19368 2.94756 -1.11661 0.0 0.0 0.0 -0.59
C -3.86025 2.97724 -1.48464 0.0 0.0 0.0 -0.18
C -2.88207 2.24910 -0.77505 0.0 0.0 -0.1 0.08
C -3.35227 1.47904 0.31133 -0.1 0.0 0.0 -0.09
C -4.68794 1.45546 0.67300 0.0 0.0 0.0 -0.53
N -1.55700 2.16539 -1.11720 0.0 -0.2 0.2 -0.64
C -0.85727 3.18493 -1.68470 0.1 -0.1 0.0 0.26
C -1.18907 4.56297 -1.65268 0.0 0.0 0.0 -0.37
C -0.33872 5.52078 -2.17049 0.0 0.0 0.0 -0.61
C 0.88165 5.18543 -2.75062 0.0 0.0 0.0 -0.69
C 1.23510 3.84410 -2.79160 0.1 -0.1 0.0 -0.46
C 0.39763 2.87063 -2.27242 -0.1 0.0 0.0 -0.26
H -6.67252 2.18088 0.25208 0.0 0.0 0.0 0.37
H -5.91114 3.51772 -1.69598 0.0 0.0 0.0 0.34
H -3.55760 3.54559 -2.35451 0.0 0.0 0.0 0.51
H -2.64536 0.87863 0.88417 0.0 0.1 -0.1 -0.06
H -4.99885 0.85489 1.52093 0.0 0.0 0.0 0.33
H -2.11620 4.87100 -1.18895 0.0 0.0 0.0 0.49
H -0.63422 6.56292 -2.11588 0.0 0.0 0.0 0.35
H 1.53151 5.94614 -3.16174 0.0 0.0 0.0 0.38
H 2.17424 3.54574 -3.24738 0.0 0.0 0.0 0.37
H 0.67379 1.81898 -2.35526 0.0 0.1 -0.1 0.55
C 4.97474 2.26007 -1.58945 0.0 0.0 0.0 -1.46
C 5.27024 0.95284 -0.85562 0.0 -0.1 0.0 0.17
C 6.54012 0.28428 -1.36825 0.0 0.0 0.0 -1.24
Sb 3.44591 -0.22512 -0.87944 0.0 0.0 0.0 0.35
C 4.11132 -2.24161 -0.41359 0.0 0.1 0.0 0.43
C 4.95379 -2.97008 -1.45184 0.0 0.0 0.0 -1.21
C 4.79520 -2.19943 0.95230 0.0 0.0 0.0 -1.46
C 2.98971 -0.31701 -3.00378 0.0 0.0 0.0 0.76
C 4.13792 -0.53651 -3.98060 0.0 0.0 0.0 -1.33
C 1.87863 -1.34830 -3.19538 0.0 0.0 0.0 -1.21
H 5.81657 2.95137 -1.49178 0.0 0.0 0.0 0.47
H 4.08605 2.76300 -1.20010 0.0 0.0 0.0 0.39
H 4.81509 2.09353 -2.65734 0.0 0.0 0.0 0.24
H 5.40003 1.17687 0.20695 0.0 0.0 0.0 0.41
H 6.44740 -0.03348 -2.40694 0.0 0.0 0.0 0.18
H 6.81138 -0.58926 -0.77489 0.0 0.0 0.0 0.22
H 7.37811 0.98701 -1.31659 0.0 0.0 0.0 0.48
H 3.16234 -2.77513 -0.29867 0.0 0.0 0.0 0.17
H 5.86876 -2.42798 -1.69462 0.0 0.0 0.0 0.18
H 4.40491 -3.13349 -2.37935 0.0 0.0 0.0 0.23
H 5.24767 -3.95310 -1.06912 0.0 0.0 0.0 0.49
H 5.72982 -1.63497 0.91726 0.0 0.0 0.0 0.26
H 5.04004 -3.21042 1.29050 0.0 0.0 0.0 0.44
H 4.15903 -1.74115 1.71338 0.0 0.0 0.0 0.34
H 2.56587 0.67448 -3.19315 0.0 0.0 0.0 -0.14
H 4.63937 -1.49112 -3.82091 0.0 0.0 0.0 0.19
H 4.88759 0.25114 -3.91642 0.0 0.0 0.0 0.26
H 3.75388 -0.53612 -5.00580 0.0 0.0 0.0 0.48
H 2.21754 -2.35805 -2.94472 0.0 0.0 0.0 0.28
H 1.54497 -1.36527 -4.23646 0.0 0.0 0.0 0.46
H 1.00200 -1.12409 -2.58071 0.0 0.0 0.0 0.16
```
Forces are in eV/Å.

The energy above the lowest of the compared OMol25 structures with the same formula, charge and spin is 5.2 kcal per mole. As for the total charge: 0. For the HOMO-LUMO gap, the calculation gives 4.91 eV. As for the multiplicity: 1.